The following is a quantum chemistry calculation of a cluster of 25 separate species, H50O25 in total at a distorted geometry, from the Open Molecules 2025 dataset.

Output
**Largest force on an atom**: 3.389 eV/A
**HOMO**: -11.15 eV
**Net charge**: 0
**2S+1**: 1
**Energy above the lowest of the compared OMol25 structures with the same formula, charge and spin**: 95.18 kJ/mol

Last columns: bonded neighbours and bond lengths (Å).
Geometry (Å):
1 O 12.676 6.580 12.768  H2 0.950, H3 1.023
2 H 12.330 5.695 12.760  O1 0.950
3 H 12.628 6.915 11.802  O1 1.023
4 O 12.014 9.923 12.590  H5 0.986, H6 0.993
5 H 12.220 9.464 13.438  O4 0.986
6 H 12.519 10.771 12.476  O4 0.993
7 O 11.929 12.208 7.946  H8 1.025, H9 0.943
8 H 12.561 12.402 8.730  O7 1.025
9 H 11.182 11.772 8.322  O7 0.943
10 O 14.182 15.836 7.865  H11 0.950, H12 0.999
11 H 15.131 15.868 7.881  O10 0.950
12 H 13.946 15.189 7.141  O10 0.999
13 O 9.599 11.285 11.501  H14 0.939, H15 0.963
14 H 9.301 11.757 12.255  O13 0.939
15 H 10.264 10.633 11.745  O13 0.963
16 O 13.217 13.057 10.411  H17 0.975, H18 0.995
17 H 14.171 13.080 10.208  O16 0.975
18 H 12.913 13.913 10.003  O16 0.995
19 O 11.971 8.284 10.393  H20 0.976, H21 0.936
20 H 12.612 8.399 9.666  O19 0.976
21 H 12.125 8.858 11.117  O19 0.936
22 O 13.746 8.468 7.959  H23 0.985, H24 0.992
23 H 14.431 9.174 8.019  O22 0.985
24 H 13.152 8.749 7.215  O22 0.992
25 O 7.624 9.120 13.018  H26 0.995, H27 0.967
26 H 8.286 9.025 12.282  O25 0.995
27 H 7.834 10.028 13.272  O25 0.967
28 O 8.982 9.249 16.926  H29 0.975, H30 0.951
29 H 8.486 10.006 16.563  O28 0.975
30 H 8.990 8.520 16.314  O28 0.951
31 O 11.236 10.671 17.621  H32 0.962, H33 0.966
32 H 10.489 10.076 17.504  O31 0.962
33 H 11.945 10.021 17.527  O31 0.966
34 O 11.961 8.447 14.882  H35 0.978, H36 0.964
35 H 10.987 8.360 14.846  O34 0.978
36 H 12.338 7.741 14.344  O34 0.964
37 O 8.807 8.140 10.518  H38 0.996, H39 0.997
38 H 9.778 8.095 10.302  O37 0.996
39 H 8.369 7.245 10.523  O37 0.997
40 O 9.856 10.244 5.397  H41 0.947, H42 0.932
41 H 9.237 10.599 4.774  O40 0.947
42 H 9.498 10.565 6.195  O40 0.932
43 O 14.238 14.233 5.262  H44 0.991, H45 0.981
44 H 13.623 13.471 5.111  O43 0.991
45 H 14.059 14.922 4.587  O43 0.981
46 O 13.307 11.666 5.625  H47 0.992, H48 0.970
47 H 12.839 11.017 5.039  O46 0.992
48 H 12.722 11.811 6.385  O46 0.970
49 O 8.748 7.357 14.702  H50 1.021, H51 0.936
50 H 8.057 8.006 14.321  O49 1.021
51 H 8.333 6.519 14.677  O49 0.936
52 O 9.762 10.705 8.289  H53 0.988, H54 0.949
53 H 9.946 9.759 8.508  O52 0.988
54 H 9.094 10.967 8.911  O52 0.949
55 O 12.264 8.955 4.796  H56 0.980, H57 0.955
56 H 11.348 9.260 4.965  O55 0.980
57 H 12.176 8.005 4.741  O55 0.955
58 O 8.658 12.290 13.908  H59 0.957, H60 0.990
59 H 8.349 13.150 14.189  O58 0.957
60 H 9.462 12.148 14.467  O58 0.990
61 O 11.785 15.046 9.203  H62 1.000, H63 1.000
62 H 12.551 15.574 8.836  O61 1.000
63 H 11.326 14.545 8.468  O61 1.000
64 O 10.860 11.973 15.172  H65 1.004, H66 0.973
65 H 11.211 11.589 16.031  O64 1.004
66 H 11.573 12.513 14.790  O64 0.973
67 O 15.528 10.254 6.865  H68 0.954, H69 0.962
68 H 14.893 10.578 6.231  O67 0.954
69 H 15.989 9.506 6.475  O67 0.962
70 O 7.602 11.849 9.670  H71 0.974, H72 0.964
71 H 8.020 12.718 9.535  O70 0.974
72 H 8.016 11.556 10.491  O70 0.964
73 O 12.032 13.554 12.933  H74 0.943, H75 1.003
74 H 11.304 13.121 12.518  O73 0.943
75 H 12.705 13.605 12.192  O73 1.003

---

The following is a quantum chemistry calculation of a cluster of 25 separate species, H50O25 in total at a distorted geometry, from the Open Molecules 2025 dataset.

Output
**Largest force on an atom**: 1.172 eV/A
**HOMO**: -8.71 eV
**Net charge**: 0
**2S+1**: 1
**Energy above the lowest of the compared OMol25 structures with the same formula, charge and spin**: 381.99 kJ/mol

Last columns: bonded neighbours and bond lengths (Å).
Geometry (Å):
1 O -8.974 4.567 -17.829  H2 0.957, H3 0.957
2 H -8.337 5.186 -18.187  O1 0.957
3 H -9.825 4.944 -18.050  O1 0.957
4 O -5.078 7.447 -21.331  H5 0.957, H6 0.957
5 H -5.791 8.059 -21.517  O4 0.957
6 H -4.715 7.749 -20.498  O4 0.957
7 O -7.489 9.945 -14.627  H8 0.957, H9 0.957
8 H -6.738 10.099 -14.053  O7 0.957
9 H -7.142 9.401 -15.334  O7 0.957
10 O -6.546 5.955 -18.863  H11 0.957, H12 0.957
11 H -6.894 6.724 -19.314  O10 0.957
12 H -5.615 6.145 -18.748  O10 0.957
13 O -3.360 4.173 -17.307  H14 0.957, H15 0.957
14 H -4.081 4.772 -17.113  O13 0.957
15 H -2.717 4.340 -16.617  O13 0.957
16 O -1.000 6.846 -19.082  H17 0.957, H18 0.957
17 H -0.478 7.118 -18.327  O16 0.957
18 H -1.468 7.637 -19.348  O16 0.957
19 O -2.894 6.423 -23.029  H20 0.957, H21 0.957
20 H -2.648 6.661 -23.923  O19 0.957
21 H -3.354 7.192 -22.693  O19 0.957
22 O -2.249 8.574 -16.316  H23 0.957, H24 0.957
23 H -2.541 9.357 -15.850  O22 0.957
24 H -2.076 7.934 -15.626  O22 0.957
25 O -1.634 4.777 -15.392  H26 0.957, H27 0.957
26 H -1.144 4.005 -15.108  O25 0.957
27 H -1.150 5.517 -15.025  O25 0.957
28 O 0.032 6.722 -22.697  H29 0.957, H30 0.957
29 H 0.092 6.718 -23.652  O28 0.957
30 H -0.892 6.549 -22.515  O28 0.957
31 O -2.570 9.198 -19.801  H32 0.957, H33 0.957
32 H -2.588 9.248 -20.757  O31 0.957
33 H -2.918 10.041 -19.510  O31 0.957
34 O -6.108 7.687 -16.175  H35 0.957, H36 0.957
35 H -6.443 7.208 -16.933  O34 0.957
36 H -5.647 8.438 -16.549  O34 0.957
37 O -3.129 9.070 -13.593  H38 0.957, H39 0.957
38 H -3.597 9.905 -13.581  O37 0.957
39 H -3.804 8.420 -13.787  O37 0.957
40 O -0.077 7.186 -14.351  H41 0.957, H42 0.957
41 H 0.093 7.106 -13.412  O40 0.957
42 H 0.109 8.104 -14.551  O40 0.957
43 O -3.087 4.130 -21.856  H44 0.957, H45 0.957
44 H -2.177 3.865 -21.992  O43 0.957
45 H -3.185 4.927 -22.377  O43 0.957
46 O -0.377 9.352 -18.053  H47 0.957, H48 0.957
47 H -1.028 9.138 -17.384  O46 0.957
48 H -0.892 9.531 -18.840  O46 0.957
49 O -6.319 6.167 -23.460  H50 0.957, H51 0.957
50 H -5.829 5.444 -23.852  O49 0.957
51 H -5.806 6.415 -22.691  O49 0.957
52 O -6.537 9.813 -21.231  H53 0.957, H54 0.957
53 H -7.494 9.804 -21.268  O52 0.957
54 H -6.319 10.680 -20.889  O52 0.957
55 O 0.807 5.139 -20.103  H56 0.957, H57 0.957
56 H 0.309 5.933 -19.908  O55 0.957
57 H 0.218 4.612 -20.643  O55 0.957
58 O -3.875 2.868 -19.683  H59 0.957, H60 0.957
59 H -3.504 3.267 -20.470  O58 0.957
60 H -3.345 3.216 -18.965  O58 0.957
61 O -3.921 7.115 -18.214  H62 0.957, H63 0.957
62 H -3.634 7.814 -17.626  O61 0.957
63 H -3.110 6.693 -18.498  O61 0.957
64 O -3.065 11.261 -15.987  H65 0.957, H66 0.957
65 H -3.077 11.959 -16.643  O64 0.957
66 H -2.431 11.558 -15.333  O64 0.957
67 O -5.196 7.113 -13.611  H68 0.957, H69 0.957
68 H -5.762 6.406 -13.301  O67 0.957
69 H -5.466 7.257 -14.518  O67 0.957
70 O -6.520 3.271 -19.626  H71 0.957, H72 0.957
71 H -6.753 4.152 -19.331  O70 0.957
72 H -5.572 3.221 -19.507  O70 0.957
73 O -5.204 10.059 -17.155  H74 0.957, H75 0.957
74 H -4.483 10.518 -16.724  O73 0.957
75 H -5.540 10.688 -17.794  O73 0.957

---

The following is a quantum chemistry calculation of a cluster of 2 separate species, H5N2O2P in total at a distorted geometry, from the Open Molecules 2025 dataset.

Output
**Largest force on an atom**: 2.817 eV/A
**HOMO (spin up / spin down)**: -8.49 / -8.49 eV
**Net charge**: 0
**2S+1**: 1
**Energy above the lowest of the compared OMol25 structures with the same formula, charge and spin**: 387.93 kJ/mol

Last columns: bonded neighbours and bond lengths (Å).
Geometry (Å):
1 N -1.087 0.953 -0.924  N2 1.320, H6 0.997, H7 1.028
2 N -0.171 0.018 -1.099  N1 1.320, P5 1.582
3 O 1.188 0.714 1.039  P5 1.610, H9 0.937
4 O 2.265 -1.129 -0.397  P5 1.486
5 P 1.231 -0.061 -0.371  N2 1.582, O3 1.610, O4 1.486
6 H -1.519 1.091 -0.037  N1 0.997
7 H -1.512 1.217 -1.822  N1 1.028
8 H -0.748 -1.556 0.753  H10 0.680
9 H 1.645 0.239 1.705  O3 0.937
10 H -1.293 -1.485 1.154  H8 0.680